Record 1
177
Properties=species:S:1:pos:R:3:forces:R:3 method="wB97M-V/def2-TZVPD" e_lumo_ha=0.015 smiles="CC[C@H](CCCCO)O[C@](CCC(F)(F)F)(CC(=O)O)[C@@H](CCCCOC=O)NOC[C@H](C)CC(C)C.COCCOCCOC.COCCOCCOC.COCCOCCOC.COCCOCCOC" max_force_ev_per_a=1.87 orbital_gap_ev=9.216
F -4.8944 0.0203 -2.1286 -0.6 0.5 -0.1
F -2.9862 -0.9370 -2.1237 0.2 0.0 -0.1
F -3.3156 0.7372 -0.8343 0.0 0.7 0.2
O -0.5295 -3.4418 0.4711 0.0 0.2 0.6
O 3.0649 4.7657 -3.5315 0.0 0.0 -0.1
O -8.0138 3.0872 2.5338 0.0 0.0 0.5
O -10.1106 8.8289 3.9778 0.1 0.0 0.0
O -3.2119 -1.8404 3.0297 0.7 0.3 -0.3
O 2.0359 0.4695 6.4668 0.1 -0.3 0.2
O -7.3893 7.4045 4.3384 0.0 0.2 0.1
O -2.6831 -3.7565 0.9765 -0.2 -0.3 0.2
O 10.5252 -6.0671 -5.3945 -0.1 -0.2 -0.1
O 1.9900 5.3265 -6.3754 0.0 -0.2 0.1
O 0.4922 -7.6809 -2.3852 0.0 0.1 0.0
O 0.0522 -5.0971 -4.0279 -0.1 -0.2 -0.1
O -8.1393 9.5722 1.7108 -0.1 -0.1 0.0
O 2.8969 -7.1097 -4.2426 0.0 0.0 0.2
O -0.5201 1.5918 2.0888 -0.5 0.5 0.4
O 5.3146 4.7446 -5.6563 0.0 0.1 0.1
O -9.4214 2.8347 4.2823 0.0 0.5 0.0
O 8.1167 -7.2697 -3.8727 0.1 0.0 0.0
O 10.8280 -8.1447 -2.6655 -0.1 0.1 0.1
N -1.1478 0.5784 2.8728 -0.1 -1.0 0.2
C -0.2117 -5.3399 -2.6558 0.2 0.2 -0.2
C 2.5696 2.0442 1.1920 -0.6 -0.9 -0.5
C 0.8466 4.9133 -7.0883 0.1 0.1 0.0
C -5.8475 2.0349 2.9794 0.0 0.4 0.4
C -2.5454 0.4560 2.4436 0.0 0.0 -0.3
C -8.7025 6.8828 4.5010 0.3 -0.1 -0.2
C -1.7596 -3.0054 0.8520 0.0 0.6 -0.6
C 8.7974 -6.0320 -3.7119 -0.2 0.0 0.0
C 0.8118 2.8159 -0.5310 0.4 -0.7 0.3
C 2.8895 1.9104 3.6579 0.0 0.0 -0.4
C 8.9252 -8.4117 -4.1232 -0.2 -0.1 0.0
C 2.8473 5.9897 -4.2207 -0.1 0.0 0.2
C -0.9222 -4.5212 3.6848 -0.1 -0.1 1.0
C 1.9335 1.5003 2.4834 0.9 1.1 0.9
C 9.6629 -8.9171 -2.9024 0.3 0.1 -0.1
C -3.5619 0.9975 3.4743 -0.3 0.9 -0.2
C -2.1125 -1.4833 5.2235 1.1 -0.6 -0.5
C -9.1912 9.9045 3.8570 -0.2 0.1 0.0
C -0.8469 -1.9565 6.0054 -0.4 1.1 0.1
C 6.6434 5.2111 -5.7080 -0.1 0.0 -0.1
C -2.1842 -3.7250 4.1005 0.0 0.0 -0.8
C 1.6549 5.9599 -5.1522 0.2 0.1 -0.3
C -6.5756 7.1406 5.4562 0.0 0.0 -0.2
C -1.0598 -4.5359 -4.6869 0.1 0.0 0.0
C -2.9087 -0.9825 1.9343 -1.0 0.9 0.0
C 0.7722 -8.1167 -3.7087 0.0 -0.2 0.1
C -4.3624 -1.3484 -0.2433 -0.8 0.6 -0.2
C 10.8172 -5.8593 -6.7574 0.1 0.0 0.1
C 1.8367 1.7090 -0.1372 -0.1 0.3 0.1
C -9.6611 7.5519 3.5418 -0.2 -0.1 0.1
C 2.2448 -8.3393 -3.9776 0.0 0.3 -0.2
C -3.9124 -0.3509 -1.3190 0.7 -1.6 0.1
C 4.2988 -7.2194 -4.1239 -0.1 0.1 -0.1
C 0.7881 -6.3236 -2.0872 -0.1 -0.1 0.1
C 5.1037 3.8618 -4.5672 0.0 0.0 -0.3
C 0.5706 2.1462 2.7847 0.7 -0.2 -0.4
C -0.0743 -0.7719 6.6496 0.5 -0.5 -0.6
C -2.1041 -2.1874 3.8459 -0.3 -1.0 1.6
C 3.6252 3.7006 -4.2877 0.0 -0.1 0.2
C 1.1986 0.3022 -0.1903 0.2 0.4 -0.7
C 1.2190 -0.5230 5.8626 -0.1 0.3 -0.1
C -1.7853 -1.5026 1.0383 0.6 -0.4 0.5
C -8.2490 9.7736 0.3205 0.1 0.0 0.1
C -8.6979 2.3641 3.4617 -0.5 -0.3 0.2
C -4.3242 2.2843 3.0071 -0.8 -0.8 0.0
C -6.6516 3.3427 2.9427 0.3 -0.9 -0.4
C 11.3270 -8.3285 -1.3603 0.0 0.0 -0.1
C 9.3107 -5.4457 -5.0092 0.3 0.0 0.1
C -4.2742 -0.8209 1.1938 0.2 -0.4 -0.2
C -9.0236 10.4080 2.4395 0.3 -0.1 0.0
H 3.5866 1.6464 1.1268 0.0 0.0 0.1
H -0.5136 -4.3767 0.7169 0.0 -0.2 -0.4
H 1.3906 -0.1401 -1.1717 -0.1 0.0 0.0
H 3.7500 2.4560 3.2680 0.0 0.0 0.1
H 1.8043 1.3283 6.1158 -0.1 0.2 -0.1
H -8.6702 5.8040 4.2969 -0.2 0.0 0.1
H -1.3443 -3.5775 -4.2370 -0.1 0.0 0.0
H -4.3191 0.2642 3.7455 0.2 -0.3 -0.1
H 1.8068 -6.0664 -2.3826 0.0 0.1 -0.1
H 10.0399 -6.2965 -7.3948 0.0 0.1 0.0
H -3.8703 -2.2963 -0.4310 0.1 0.0 0.2
H 8.0456 -5.3468 -3.3141 0.0 0.0 0.0
H -1.9160 -5.2202 -4.6605 -0.1 0.1 0.0
H -3.0668 1.2779 4.4055 0.2 -0.3 0.0
H 2.6007 1.7345 -0.9192 0.1 0.0 0.2
H 2.6365 6.7206 -3.4370 0.0 0.0 0.0
H 7.3493 4.3801 -5.8199 0.1 0.0 0.0
H 0.2032 5.7665 -7.3325 -0.1 0.0 0.0
H 11.7627 -6.3530 -6.9736 0.0 0.0 0.0
H -0.5238 -5.0321 4.5667 0.1 0.0 -0.1
H -1.1410 0.8569 3.8505 0.2 0.5 -0.1
H 1.9026 0.4132 2.4895 -0.4 0.0 -0.2
H 2.7033 -8.8280 -3.1092 0.0 -0.1 0.0
H 3.5039 2.8153 -3.6590 0.0 0.0 0.0
H -6.1364 1.4928 3.8869 0.1 -0.1 0.0
H 2.4073 2.5895 4.3667 0.0 -0.1 0.0
H 8.5524 -5.5759 -5.7907 0.0 0.0 0.0
H -6.2403 4.0129 2.1918 -0.1 0.2 0.1
H 4.6978 -7.9584 -4.8276 0.1 0.0 0.1
H -4.0372 2.5712 1.9944 0.3 0.2 0.1
H -9.2565 9.5232 -0.0313 0.0 0.1 0.0
H 8.9983 -8.8716 -2.0310 -0.1 0.0 0.0
H 3.7488 6.3166 -4.7416 0.0 -0.1 -0.2
H 1.5992 -0.3927 0.5448 -0.1 0.0 0.1
H -0.7807 -4.3680 -5.7254 0.0 0.0 0.0
H -6.9817 7.6213 6.3538 0.0 -0.1 0.1
H 9.5944 -6.1120 -2.9709 0.1 0.0 -0.1
H 5.5321 2.8833 -4.8253 0.0 0.0 0.1
H -1.2261 -5.7371 -2.5272 0.0 0.0 0.0
H -3.0220 -1.7542 5.7571 -0.1 0.3 0.0
H 1.3413 6.9903 -5.3702 -0.1 0.0 0.1
H 3.0655 3.5306 -5.2088 0.1 0.1 -0.1
H 0.8275 5.4309 -4.6643 0.0 0.0 0.0
H -9.6278 10.7155 4.4441 0.0 0.0 0.0
H -1.1300 -1.9533 3.4120 -0.2 0.1 -0.4
H 4.5818 -7.4945 -3.1017 0.1 -0.1 0.0
H 12.2228 -7.7191 -1.2591 0.0 0.0 0.0
H 11.5890 -9.3778 -1.1821 0.0 0.0 0.1
H 6.7310 5.8671 -6.5718 0.0 0.0 0.0
H 6.8911 5.7831 -4.8062 0.1 -0.1 0.0
H 0.1191 0.4035 -0.1019 0.0 -0.2 0.3
H -1.1330 -2.6738 6.7710 0.2 -0.2 -0.1
H 2.6595 3.1313 1.2609 0.1 0.0 0.2
H -4.5709 0.2270 1.1633 0.1 0.0 0.1
H 5.6038 4.2460 -3.6697 0.0 0.0 0.0
H -0.1221 -3.8704 3.3303 0.0 -0.1 -0.2
H 0.3337 -7.4450 -4.4485 0.1 0.1 0.0
H -8.6125 1.2675 3.4183 0.4 0.0 -0.4
H -0.2024 2.4928 -0.2937 0.0 0.1 -0.1
H -1.1466 -5.3080 2.9657 0.0 0.2 -0.2
H 0.9949 -0.2295 4.8261 -0.1 -0.1 0.0
H 2.3583 -8.9896 -4.8563 0.0 -0.1 0.1
H -5.4209 -1.5160 -0.4604 0.1 -0.1 0.0
H 0.2734 4.1759 -6.5144 -0.1 0.1 0.0
H -6.4795 6.0616 5.6309 0.0 0.0 0.1
H -9.0436 7.0402 5.5310 -0.1 0.0 0.0
H 0.2710 -9.0828 -3.7991 0.0 0.0 0.0
H -5.5885 7.5545 5.2564 0.0 0.0 0.0
H 0.6302 3.1946 2.4740 -0.1 0.0 0.0
H 10.9161 -4.7911 -6.9824 0.0 0.0 -0.1
H 0.7344 -6.2574 -0.9974 0.0 0.0 0.0
H -8.2266 9.6550 4.3024 0.1 0.0 -0.1
H 1.8134 -1.4366 5.7945 0.0 0.0 0.2
H -10.5614 6.9364 3.4931 0.0 0.0 0.0
H -1.9939 -0.4072 5.1186 -0.5 0.0 0.0
H 0.9190 3.0033 -1.5979 -0.3 0.3 0.0
H -6.6390 3.7896 3.9388 -0.1 0.3 -0.1
H -8.0145 10.8102 0.0521 -0.1 0.0 -0.1
H -4.1445 3.1080 3.6990 0.2 0.1 -0.1
H -2.4678 -3.9321 5.1324 0.2 0.1 0.1
H -7.5353 9.1127 -0.1676 0.0 0.0 0.0
H 3.2700 1.0456 4.2012 -0.1 0.1 0.1
H 4.7300 -6.2472 -4.3529 0.0 0.0 0.0
H -3.0168 -4.0961 3.5022 0.0 0.2 0.0
H -0.8245 -1.2598 1.5012 -0.1 0.1 -0.1
H 9.6102 -8.2379 -4.9546 0.1 0.0 0.1
H -10.0029 10.4388 1.9468 0.0 0.0 0.0
H 9.4998 -4.3722 -4.8701 -0.1 0.0 0.0
H 1.0101 3.7250 0.0370 0.0 0.2 -0.3
H 9.9656 -9.9603 -3.0683 -0.1 -0.1 0.1
H -9.2415 7.6023 2.5357 0.2 0.0 0.0
H -8.6016 11.4225 2.4626 -0.1 0.1 0.0
H 0.4157 2.1564 3.8703 -0.4 -0.2 0.0
H 0.2147 -1.0004 7.6747 -0.1 0.2 0.1
H -0.6534 0.1528 6.6094 -0.1 0.0 0.3
H -2.6436 1.0931 1.5630 0.3 0.0 -0.1
H 10.5940 -8.0022 -0.6133 0.0 -0.1 0.0
H -5.0408 -1.3213 1.7847 0.2 -0.1 0.1
H 8.2239 -9.1909 -4.4299 0.0 0.0 0.0
H -0.1483 -2.4102 5.2998 -0.1 -0.4 0.1
H -1.7477 -1.0012 0.0724 -0.1 -0.1 -0.1
H -6.1506 1.4118 2.1365 0.1 0.0 -0.1
H 1.1818 4.4495 -8.0139 0.0 0.0 0.0
H -0.1286 -4.3872 -2.1152 -0.1 0.0 0.1


Record 2
186
Properties=species:S:1:pos:R:3:forces:R:3 method="wB97M-V/def2-TZVPD" e_lumo_ha=-0.389 charge=+6 max_force_ev_per_a=3.03 orbital_gap_ev=3.481
O 16.1092 10.6711 19.3543 0.3 0.0 1.2
O 17.3972 10.3527 17.6701 2.0 -0.2 -0.6
O 24.0758 11.5549 12.5498 0.5 -0.4 -0.8
O 15.1410 17.6917 20.4418 -1.1 0.5 1.1
O 23.2841 15.7560 25.8527 -1.1 -1.3 -0.5
O 14.1167 15.3212 16.7518 0.4 -0.8 0.3
O 15.2840 19.3977 19.1047 -1.2 1.3 -0.1
O 16.5391 17.7141 18.8673 1.2 -0.4 -0.9
O 13.2381 17.1524 16.1930 -0.9 1.8 -0.2
O 19.1483 16.6530 24.6268 0.1 0.1 0.2
O 15.6489 14.0443 18.7513 0.8 0.0 0.7
O 15.2986 10.3351 17.4390 -2.3 -0.6 -1.9
O 15.4929 18.6985 13.5447 0.5 0.1 0.1
O 9.8681 9.9031 17.1670 0.1 -0.8 -0.5
O 17.1203 16.9185 23.9337 0.5 0.1 1.0
O 18.7748 5.6520 25.6945 -0.3 -0.6 0.0
O 17.5934 17.1015 26.0603 0.0 0.1 -0.1
O 12.8427 15.4004 15.0553 -1.4 -1.2 -2.3
N 15.6441 18.2819 19.4914 1.0 -1.3 -0.1
N 13.3792 15.9328 15.9813 1.5 0.1 1.7
N 14.1162 19.3554 27.0813 -1.8 0.2 0.0
N 17.9428 16.8981 24.8851 -0.7 -0.1 -1.1
N 18.5710 14.4849 20.1521 -0.4 -1.5 1.5
N 20.8914 16.1156 26.5878 0.7 0.1 1.7
N 10.0009 7.7530 19.3413 -1.2 -0.8 -0.2
N 8.7579 12.2020 6.0917 -0.3 0.1 -0.8
N 12.4614 19.5904 20.2726 0.8 0.9 0.0
N 24.5859 8.8979 13.3948 2.3 0.2 0.7
N 12.9065 13.4087 11.3684 1.2 0.8 0.2
N 17.5552 3.7693 27.0562 0.6 -0.1 -0.3
N 16.2776 10.4266 18.1441 -0.2 1.0 1.4
N 15.3028 18.6774 16.3028 -1.3 1.2 0.9
C 22.3984 16.3465 28.6131 -1.3 -0.5 1.1
C 9.1634 11.0982 6.7035 0.6 -0.3 1.5
C 10.1715 7.2461 20.7167 0.2 1.8 1.4
C 17.2115 14.1328 20.7538 -1.2 -1.2 -0.8
C 19.5880 13.5692 20.6841 1.7 -0.4 0.3
C 23.4697 8.0993 11.3960 1.4 -2.5 -0.6
C 15.7775 19.8909 14.2239 -0.2 1.1 -0.2
C 10.1700 6.5340 18.4559 0.1 -0.1 0.8
C 12.9865 20.0418 26.6989 0.3 -1.0 1.9
C 8.5500 8.2422 19.2212 0.8 -0.2 -0.9
C 15.2186 21.2226 16.3004 0.8 2.3 -1.2
C 20.1218 6.0662 25.4674 -0.4 0.9 -0.9
C 11.0646 9.3051 17.6220 0.6 0.0 -1.9
C 14.2931 19.2759 28.5327 0.6 -0.9 0.7
C 16.9324 5.1503 27.0611 -0.7 0.1 -0.9
C 11.6485 13.7909 11.5651 0.7 -0.1 0.8
C 13.3415 19.2948 24.4819 0.4 -0.2 -0.6
C 7.9286 11.9790 4.8862 -0.7 1.2 0.6
C 13.1453 20.6897 22.3525 -0.2 -1.2 -0.6
C 16.0460 18.6365 12.2193 -1.1 -0.7 0.2
C 23.6509 10.4841 11.7083 -0.7 0.7 0.6
C 12.3537 12.2154 9.4411 -1.0 0.4 -0.4
C 14.8220 18.5825 26.2321 -0.5 1.6 0.5
C 10.6739 13.3100 10.7514 -2.5 1.1 -1.1
C 18.5250 14.3430 18.7269 -1.2 -0.6 -2.2
C 14.9712 19.9784 15.5138 -0.4 -2.2 0.9
C 18.0819 6.1084 26.8160 -0.2 1.6 1.0
C 11.0326 12.6267 9.5900 -0.2 -0.3 0.1
C 12.5243 18.4137 20.8529 0.1 -1.4 0.2
C 9.6990 13.5898 7.7281 0.2 -0.5 0.3
C 21.9578 16.9449 27.3361 1.3 0.6 -2.2
C 13.0671 19.4128 23.0145 -0.3 1.2 -1.0
C 14.4386 18.5344 24.8964 0.5 -0.1 0.3
C 12.5741 20.0072 25.4215 -1.0 1.0 -1.4
C 9.8754 11.1222 7.8806 0.5 1.1 0.8
C 23.3052 16.9973 26.4477 -1.1 -0.3 1.2
C 24.4166 9.1429 11.9025 -2.7 0.7 0.2
C 15.9885 5.4552 28.2525 0.6 -0.1 -1.3
C 9.0787 13.4236 6.5006 0.1 0.5 1.6
C 10.9978 8.8655 19.0385 -1.2 -1.0 -1.3
C 10.1251 12.4372 8.4098 0.2 -1.0 0.1
C 12.8325 20.6888 20.9668 0.1 0.7 1.6
C 13.9794 13.9456 12.2470 -0.3 -0.5 1.1
C 12.7637 18.3122 22.2281 0.1 -1.4 0.1
C 13.2614 12.6626 10.3376 2.4 -0.7 0.1
C 15.9669 14.6644 20.0052 -0.8 0.7 -0.3
C 24.4523 15.2153 25.3334 0.5 -0.4 -1.5
C 19.0176 15.8208 20.5587 0.5 -0.4 1.2
C 12.1380 19.6514 18.8106 0.4 0.8 0.5
C 25.0194 12.4849 11.9664 -1.6 0.5 -0.7
H 25.1070 12.3488 10.8920 0.5 -0.6 0.0
H 16.2639 21.5323 16.1867 0.1 -0.2 0.1
H 10.2144 10.1679 8.3847 -0.4 1.4 -0.7
H 18.1232 3.7073 27.9011 0.5 -0.3 -0.2
H 15.1169 17.9411 24.2671 -0.5 0.3 -0.2
H 22.5977 10.3069 12.0090 0.5 0.0 0.0
H 24.9138 7.9538 13.6545 -0.4 0.0 -0.7
H 21.4658 15.5140 25.9795 -0.2 0.1 -0.2
H 13.4981 14.5983 12.9724 0.2 0.1 0.1
H 23.8347 9.1201 14.0589 -0.3 0.3 -0.8
H 15.3088 18.9334 28.7516 -0.2 0.2 0.1
H 9.8120 8.0182 21.4326 0.3 -0.5 -0.5
H 8.8932 10.1926 6.2362 -0.3 -0.9 -0.4
H 8.3229 11.1133 4.4320 0.1 -1.0 -0.8
H 24.9194 15.9260 24.5959 -0.3 -0.9 0.5
H 17.1331 18.7647 12.2018 -0.1 -0.1 0.1
H 21.5909 17.9352 27.4536 -0.5 0.8 0.1
H 25.1055 14.9833 26.1324 1.2 0.1 0.9
H 19.9558 15.8630 20.0184 0.4 0.9 0.4
H 16.2828 18.4948 16.2432 0.7 -0.7 -0.3
H 16.3799 5.1394 26.1136 -0.2 0.1 0.3
H 23.2077 16.9184 29.0071 0.7 0.3 0.2
H 14.7523 14.4632 11.7149 0.1 0.3 -0.7
H 11.9820 9.9553 17.5482 -0.9 -0.3 0.1
H 12.3660 20.4378 27.5346 0.8 0.0 -0.9
H 17.9071 15.1660 18.3701 -0.3 -0.4 -0.3
H 15.7589 17.5908 11.9208 0.5 1.2 -0.2
H 23.5713 10.7459 10.6232 0.5 -0.2 0.8
H 24.6397 13.5001 12.0061 -0.5 0.1 0.5
H 13.8988 19.8128 15.3433 0.2 0.3 -0.4
H 8.3291 8.1424 18.1663 -0.4 0.2 0.0
H 13.4932 21.5912 22.9230 -0.6 -0.9 -1.0
H 22.6910 15.3215 28.4576 0.4 -0.4 0.1
H 18.1399 3.6611 26.1609 -0.7 0.3 1.6
H 15.4990 20.7539 13.6038 -0.1 0.0 0.0
H 15.0704 14.5443 20.6825 1.1 -0.1 -0.2
H 12.4384 17.5813 20.1166 -0.1 0.4 1.3
H 6.8479 11.8665 5.1736 1.1 0.2 -0.3
H 16.1045 15.7563 19.9301 -0.2 -0.5 -0.3
H 17.1442 13.0370 20.8900 0.3 0.4 -0.4
H 20.1791 7.1635 25.5567 0.2 -0.4 0.0
H 9.3563 5.8199 18.5915 -0.5 0.6 -0.2
H 20.2998 5.7928 24.4176 0.2 0.1 0.4
H 10.9929 5.9715 18.8589 0.8 0.1 -0.1
H 14.6897 22.0800 15.8031 0.2 -0.8 0.5
H 15.2361 4.6976 28.3561 -0.4 -0.5 -0.1
H 8.1348 12.8464 4.2793 -0.5 0.1 -0.5
H 16.8875 3.0089 27.1297 -0.4 -0.1 -0.2
H 25.3925 9.4693 13.6825 -0.4 0.3 0.2
H 9.6153 6.3544 20.8897 -0.5 -0.6 -0.2
H 15.0597 21.2925 17.3621 -0.6 -0.7 0.3
H 19.1154 15.8092 21.6949 0.0 0.4 -1.6
H 15.7431 18.2204 26.6629 0.1 -0.7 -0.4
H 19.4814 14.4899 18.2634 0.8 -0.1 0.2
H 20.4615 15.4979 27.3048 0.0 0.6 -0.8
H 11.6539 20.6044 25.1708 1.1 -0.9 0.0
H 15.1933 14.6215 18.1087 0.2 0.1 0.7
H 12.3634 20.6994 18.4859 -0.3 -1.2 0.0
H 20.6014 13.7899 20.3217 -0.5 0.3 -0.6
H 14.5975 17.9313 15.9646 1.1 0.3 0.6
H 20.8629 5.5936 26.0990 -0.1 -0.2 0.4
H 18.3182 16.5379 20.1950 -0.5 0.7 -0.1
H 16.8569 20.0660 14.4366 -0.3 -0.5 0.0
H 16.5316 5.4583 29.1758 0.3 0.4 0.6
H 11.9816 8.5162 19.1755 1.2 -0.4 1.4
H 11.6142 14.5007 12.3675 -1.0 0.1 0.4
H 12.7281 18.8882 18.2898 0.0 0.4 0.1
H 9.6082 13.6651 10.8666 1.4 -0.5 0.1
H 15.4431 6.3940 28.0525 0.6 -0.3 0.2
H 14.3596 12.4917 10.2677 -1.1 -0.1 -0.1
H 12.8301 21.5944 20.3921 0.1 0.3 0.0
H 11.0879 19.3897 18.7221 -0.1 0.3 -0.2
H 11.2159 7.0820 20.9118 0.4 -0.2 0.0
H 20.1481 16.6402 26.0292 0.4 -0.6 0.1
H 7.8946 7.6275 19.8238 0.1 -0.2 0.1
H 23.4310 8.1284 10.3222 -0.2 0.3 -0.5
H 17.1686 14.5828 21.7203 0.2 0.4 0.8
H 23.8020 7.0336 11.5853 -0.1 1.1 0.0
H 10.3424 6.8210 17.4394 -0.2 0.0 -0.4
H 12.6285 11.6969 8.5579 0.5 -0.4 -0.5
H 19.4434 12.5230 20.5018 -0.8 -0.4 -0.3
H 18.7283 6.2644 27.6980 0.0 -0.5 -0.1
H 24.1124 17.0744 27.1855 0.1 0.2 -0.3
H 8.8323 14.3203 5.9678 -0.5 -0.1 -0.7
H 21.6457 16.3861 29.4038 -0.2 -0.2 -0.1
H 22.4864 8.1961 11.7801 -0.9 0.2 0.4
H 9.8349 14.6077 8.1368 0.2 -0.8 -0.4
H 17.6011 7.1217 26.7158 0.4 -0.7 -0.5
H 24.2256 14.2021 24.9137 0.0 1.1 -0.2
H 25.3410 9.1700 11.3675 1.0 -0.3 0.3
H 12.7805 17.2966 22.6835 -0.1 0.9 -0.5
H 9.7666 10.7510 17.5680 -0.1 1.1 0.3
H 8.4589 9.2804 19.5072 0.2 0.1 0.2
H 18.1165 13.3293 18.4363 0.3 1.2 0.4
H 25.9182 12.5097 12.5103 1.4 -0.4 0.4
H 15.5708 19.4142 11.5768 0.3 -0.6 0.3
H 14.0527 20.1956 29.0371 0.3 0.6 -0.2
H 19.7291 13.7552 21.7210 -0.5 -0.1 1.1
H 13.5798 18.5664 28.9637 0.2 -0.2 -0.4
H 11.2665 8.4823 16.9011 -0.1 0.4 0.6
H 10.6326 9.7147 19.5500 0.3 0.7 1.4
H 23.4118 17.7624 25.6990 -0.3 0.7 -0.2
H 15.1518 18.7815 17.3611 0.1 0.3 -1.5
H 14.4655 13.1291 12.7936 -0.4 0.0 -0.1